This record from OMol25 describes C18H35N2RuS as an isolated structure. The level of theory is the ωB97M-V functional and the def2-TZVPD basis.

Atoms and positions in Å:
H  -0.099188  0.836614  -3.326969
C  0.324274  1.601963  -2.672007
C  -2.403673  0.137708  -1.842872
H  2.024410  2.896642  0.862320
H  -2.715020  -0.819529  -1.417223
H  5.801557  0.920591  -0.142681
H  5.148897  -1.368945  2.666748
C  -1.411020  -2.475328  0.204287
H  1.213677  4.076272  -0.187694
Ru  0.171790  -0.016525  0.164495
H  1.274579  0.171060  3.005456
H  -1.070003  -2.313174  -1.915106
H  -1.725621  -5.152150  -0.940387
C  2.039323  -0.553709  3.316589
H  -2.950850  -4.040180  -1.587223
C  3.151258  -0.573522  1.150623
S  1.770510  -1.419782  0.485283
C  -1.029711  -3.088699  -1.138594
H  6.052373  -0.329394  1.079533
C  5.357571  0.444231  0.733456
C  -1.883655  -4.283644  -1.587752
H  -1.600193  -4.568372  -2.607897
H  5.213300  1.203024  1.507829
H  -1.057515  1.848118  3.056066
H  4.222325  -1.160067  4.174595
H  -3.311027  0.725750  -2.038742
C  -0.570339  1.844499  0.979206
H  -2.583151  0.583573  2.354051
H  -2.498246  -2.341265  0.278788
H  4.786655  0.064901  -1.639229
N  4.095141  -0.141827  0.299614
C  3.845346  -0.176162  -1.136844
H  1.621677  -1.567444  3.245009
H  0.645323  2.215754  2.690571
H  -0.599109  3.436681  2.410723
C  -0.248079  1.505560  -1.303037
H  1.411464  1.471361  -2.644877
H  -3.097962  -0.452076  1.005077
C  -1.657637  1.032429  0.495403
C  0.299234  2.132120  -0.129154
H  -0.922226  -1.422899  0.417764
C  1.492645  3.016056  -0.088573
H  0.019815  -3.411476  -1.102338
H  3.081055  0.563677  -1.435949
C  4.488516  -0.685892  3.222486
H  3.511530  -1.175707  -1.444407
H  2.331545  -0.350981  4.352474
H  -3.716310  1.200446  1.140489
H  2.183896  2.768978  -0.901965
N  3.242008  -0.422508  2.490790
C  -2.828174  0.569740  1.288102
H  5.015000  0.253684  3.449176
C  -0.388161  2.360741  2.361550
H  -1.077263  -3.125932  1.022501
C  -1.460584  0.825059  -0.922098
H  -1.916466  -0.053608  -2.801889
H  0.122160  2.584904  -3.119029

Forces on atoms 1 to 3 (eV/Å):
H 0.2 0.2 0.0
C 0.2 0.0 -0.3
C -0.1 -0.3 -0.2

Multiplicity: 6
E_HOMO (spin up / spin down): -13.66 / -15.79 eV
Charge: +2
F_max: 4.58 eV Å⁻¹
Frontier orbital gap (spin up / spin down): 7.834 / 6.306 eV

Results of the Löwdin charge analysis, in e, for atoms 1 through 6:
1 H 0.089
2 C -0.002
3 C 0.005
4 H 0.089
5 H 0.075
6 H 0.103